# 1
43
Properties=species:S:1:pos:R:3:forces:R:3 method="wB97M-V/def2-TZVPD" smiles="CN(C)S(=O)(=O)c1cccc(C(=O)NCCc2ccccc2)c1" charge=0
C 1.5945 3.6772 0.9246 0.240 0.144 0.359
N 1.0161 3.0852 -0.2575 0.499 -0.958 -0.351
C 0.5378 4.0321 -1.2391 -0.060 0.074 -0.441
S 2.0023 1.8720 -0.8806 -0.182 0.042 0.309
O 3.3907 2.2457 -0.8527 -0.071 -0.027 0.273
O 1.4487 1.4568 -2.1361 -0.293 0.009 -0.066
C 1.7283 0.5748 0.3251 0.050 0.439 -0.243
C 2.8003 -0.1110 0.8631 0.191 0.049 -0.028
C 2.5622 -1.1407 1.7607 0.048 0.002 -0.096
C 1.2620 -1.4900 2.0876 -0.134 0.067 -0.055
C 0.1883 -0.7966 1.5371 0.197 0.275 -0.124
C -1.2434 -1.1407 1.8044 0.227 -0.080 0.202
O -2.0998 -0.2931 1.9387 -0.101 0.222 -0.116
N -1.4953 -2.4755 1.8721 0.068 -0.380 0.201
C -2.8349 -2.9704 1.6476 -0.227 -0.121 0.035
C -3.0103 -3.4148 0.1820 0.070 0.226 0.166
C -2.4882 -2.3366 -0.7282 -0.098 -0.182 -0.131
C -3.2574 -1.2162 -1.0120 0.033 -0.074 -0.037
C -2.7322 -0.1719 -1.7523 -0.055 0.080 -0.024
C -1.4287 -0.2323 -2.2160 0.028 0.040 -0.073
C -0.6586 -1.3509 -1.9499 0.066 0.008 -0.074
C -1.1864 -2.3950 -1.2115 -0.065 -0.028 -0.096
C 0.4300 0.2558 0.6603 -0.185 -0.119 0.188
H 2.4774 4.2821 0.6880 -0.046 0.010 0.054
H 1.8898 2.8734 1.5965 0.027 0.120 0.212
H 0.8466 4.2985 1.4159 -0.022 -0.049 0.012
H 1.2944 4.7839 -1.4919 -0.036 0.016 0.001
H 0.2819 3.4689 -2.1329 -0.135 0.199 -0.093
H -0.3515 4.5295 -0.8511 0.031 -0.024 0.010
H 3.7992 0.1777 0.5762 0.149 -0.007 0.033
H 3.3908 -1.6754 2.2002 0.069 -0.019 0.034
H 1.0837 -2.2886 2.7935 -0.019 -0.076 0.065
H -0.7487 -3.1027 1.6123 0.014 0.178 -0.041
H -3.0382 -3.8012 2.3287 -0.077 0.103 -0.027
H -3.5093 -2.1422 1.8737 0.027 -0.154 0.027
H -4.0683 -3.6037 -0.0031 -0.009 -0.090 -0.013
H -2.4587 -4.3431 0.0160 -0.049 -0.032 -0.033
H -4.2695 -1.1572 -0.6387 -0.117 0.020 0.066
H -3.3407 0.6964 -1.9576 -0.048 0.079 -0.021
H -0.9960 0.5866 -2.7692 0.010 0.091 -0.068
H 0.3592 -1.3936 -2.3071 0.114 -0.010 -0.032
H -0.5774 -3.2667 -1.0077 0.039 -0.083 0.026
H -0.3919 0.8105 0.2383 -0.168 0.019 0.010



# 2
41
Properties=species:S:1:pos:R:3:forces:R:3 method="wB97M-V/def2-TZVPD" smiles="CCOc1ccccc1NC(=S)NCCc1ccccc1" charge=0
C 3.7260 -2.1802 -2.5153 -0.275 0.279 0.139
C 3.0681 -0.8199 -2.3169 0.495 -0.062 -0.228
O 1.7002 -0.8901 -1.9312 -0.474 -0.148 0.386
C 1.4656 -1.3153 -0.6371 0.045 0.103 0.070
C 1.3503 -2.6606 -0.3309 0.027 0.141 -0.098
C 1.0804 -3.0648 0.9660 0.029 -0.035 0.065
C 0.9626 -2.1207 1.9690 -0.067 -0.078 0.018
C 1.0654 -0.7721 1.6768 0.100 0.021 -0.089
C 1.2762 -0.3478 0.3669 -0.033 -0.466 -0.033
N 1.3377 0.9961 0.0020 0.217 -0.045 -0.225
C 0.4943 2.0131 0.3518 0.035 0.078 0.198
S 0.6492 3.4578 -0.4325 0.014 0.576 -0.397
N -0.3994 1.7966 1.3420 0.337 -0.447 -0.067
C -1.5905 2.6075 1.4648 -0.239 0.279 -0.032
C -2.6401 2.2226 0.3995 0.161 -0.018 0.102
C -2.6680 0.7277 0.2414 -0.168 0.086 -0.112
C -2.0044 0.1241 -0.8204 -0.083 0.044 -0.006
C -1.9180 -1.2538 -0.9098 0.005 -0.066 -0.013
C -2.4926 -2.0481 0.0670 -0.003 -0.114 -0.028
C -3.1680 -1.4582 1.1223 -0.018 -0.081 0.093
C -3.2534 -0.0800 1.2098 0.006 0.042 -0.043
H 4.7233 -2.0390 -2.9229 0.125 -0.004 -0.032
H 3.1439 -2.7802 -3.2104 -0.029 -0.075 -0.079
H 3.8086 -2.7109 -1.5694 0.055 -0.072 0.019
H 3.0508 -0.2699 -3.2614 0.069 -0.002 0.146
H 3.6401 -0.2405 -1.5777 -0.100 0.013 -0.084
H 1.4531 -3.3875 -1.1216 0.011 -0.037 -0.114
H 0.9803 -4.1151 1.1916 -0.001 -0.101 0.019
H 0.7915 -2.4304 2.9887 -0.020 -0.026 0.089
H 1.0255 -0.0475 2.4760 -0.019 0.082 0.038
H 1.8074 1.1739 -0.8784 -0.152 0.108 0.229
H -0.5577 0.8212 1.5673 0.044 0.099 0.003
H -1.3061 3.6546 1.3512 -0.057 -0.116 0.119
H -1.9868 2.4466 2.4696 0.002 0.021 -0.047
H -3.6137 2.6065 0.7057 -0.031 0.041 -0.024
H -2.3636 2.6863 -0.5480 -0.035 0.028 0.025
H -1.5449 0.7396 -1.5807 0.070 0.110 -0.072
H -1.3926 -1.7038 -1.7382 0.061 -0.054 -0.089
H -2.4175 -3.1234 0.0050 0.004 -0.100 -0.005
H -3.6258 -2.0738 1.8830 -0.041 -0.058 0.059
H -3.7772 0.3761 2.0383 -0.066 0.054 0.100



# 3
41
Properties=species:S:1:pos:R:3:forces:R:3 method="wB97M-V/def2-TZVPD" smiles="Cc1ccccc1CSCCNC(=S)Nc1ccccc1" charge=0
C 0.7137 5.0722 -2.0219 0.004 0.006 0.033
C 1.5503 3.8343 -1.9210 0.057 -0.057 -0.044
C 2.3714 3.4576 -2.9743 -0.053 0.038 0.016
C 3.1541 2.3183 -2.9056 0.083 -0.104 -0.023
C 3.1290 1.5361 -1.7655 0.065 -0.057 -0.099
C 2.3177 1.8984 -0.7051 0.056 0.130 0.058
C 1.5267 3.0400 -0.7691 0.180 -0.096 -0.056
C 0.6356 3.3735 0.3799 -0.514 -0.204 -0.051
S -1.1211 2.9730 0.0035 -0.001 -0.058 0.041
C -1.0326 1.1596 -0.0230 0.018 0.429 0.222
C -1.1927 0.5876 1.3842 -0.002 0.394 -0.035
N -1.0862 -0.8500 1.4043 0.002 -0.616 -0.131
C 0.0967 -1.4830 1.5493 -0.119 0.076 -0.034
S 1.5139 -0.6930 1.8687 0.652 0.253 0.188
N 0.1313 -2.8371 1.4217 0.209 -0.142 -0.046
C -0.9103 -3.7629 1.3282 -0.431 -0.244 -0.081
C -0.6867 -4.9352 0.6061 0.005 0.143 0.028
C -1.6793 -5.8890 0.4985 -0.002 -0.025 0.052
C -2.9066 -5.6925 1.1109 -0.093 -0.055 0.015
C -3.1236 -4.5437 1.8517 -0.043 -0.070 -0.071
C -2.1348 -3.5834 1.9696 0.115 0.051 0.042
H 0.7967 5.5105 -3.0132 -0.012 0.067 -0.036
H -0.3329 4.8458 -1.8235 -0.061 0.059 -0.036
H 1.0384 5.8128 -1.2905 -0.024 0.122 0.031
H 2.3962 4.0684 -3.8660 -0.012 0.070 -0.078
H 3.7829 2.0448 -3.7403 0.052 -0.018 -0.066
H 3.7369 0.6464 -1.6966 0.059 -0.080 0.001
H 2.3096 1.2916 0.1895 -0.065 -0.022 0.059
H 0.6260 4.4386 0.6043 0.029 0.008 0.090
H 0.9090 2.8146 1.2736 0.124 0.106 0.033
H -0.0736 0.8779 -0.4592 -0.051 -0.150 -0.034
H -1.8400 0.8233 -0.6742 0.048 -0.045 -0.047
H -0.4080 0.9803 2.0353 -0.224 -0.021 -0.057
H -2.1668 0.8728 1.7900 0.089 -0.013 -0.011
H -1.8375 -1.3664 0.9680 0.033 -0.028 0.114
H 1.0693 -3.2134 1.3760 -0.139 0.215 0.076
H 0.2714 -5.0888 0.1309 0.087 0.010 -0.082
H -1.4941 -6.7901 -0.0666 0.023 -0.070 -0.050
H -3.6829 -6.4367 1.0229 -0.070 -0.066 -0.010
H -4.0673 -4.3947 2.3549 -0.075 0.010 0.046
H -2.2997 -2.7185 2.5937 0.001 0.053 0.034



# 4
43
Properties=species:S:1:pos:R:3:forces:R:3 method="wB97M-V/def2-TZVPD" charge=0
C -0.8035 -1.9442 2.0641 4.783 -0.328 -2.954
H -1.7710 -2.1255 2.0793 -4.629 -0.511 0.967
H -0.3511 -1.2014 2.7605 -0.632 -0.601 -0.681
H -0.2599 -2.9281 2.0112 -0.303 1.014 0.757
O -0.6606 -1.5077 0.5623 -1.611 -0.416 3.720
C 0.5243 -0.9131 0.5333 -2.930 6.009 1.634
C 0.7336 0.3930 0.9398 1.755 5.345 -1.277
C 2.0770 1.0734 0.4117 -4.826 0.037 4.815
C 3.0041 0.2191 -0.0841 1.908 -0.933 1.019
C 2.8325 -1.1832 -0.3010 -5.994 6.085 2.958
C 1.4902 -1.4859 -0.0518 6.240 -10.165 -5.875
C 1.1291 -3.0141 -0.5078 6.406 -1.762 1.188
H 1.7414 -3.5769 -1.4497 -1.417 2.293 2.267
H 1.6133 -3.6915 0.4144 -1.581 1.459 -2.174
H 0.1493 -3.2547 -0.6399 -2.637 -0.381 -0.161
C 3.9941 -1.7465 -0.7113 7.075 -3.654 -3.883
H 4.4882 -2.6998 -0.1744 -1.110 2.493 -0.608
H 3.9270 -2.1174 -1.7893 0.121 0.429 1.167
O 5.1126 -0.5423 -0.8742 -4.340 -2.697 2.735
C 4.4206 0.5269 -0.2033 0.070 -4.116 -4.429
O 4.9909 1.5227 -0.2845 1.854 5.483 1.588
O 2.2673 2.4290 0.9726 4.245 -2.614 -3.351
H 3.3128 2.6173 0.6500 -3.831 -0.410 1.279
C -0.3182 1.4662 1.5011 -4.096 -6.785 -8.893
C -0.6976 2.5875 0.0535 10.987 -5.009 11.169
C -1.7781 2.4662 -0.3479 -13.012 -3.019 -4.902
C -2.1647 3.3219 -1.3509 1.343 11.729 1.741
H -1.2917 4.3323 -1.5333 -2.240 -3.334 0.035
H -2.5198 3.0158 -2.1916 -1.827 -2.281 -5.416
H -2.9926 4.0615 -0.9458 1.065 -1.549 -0.613
C -2.9359 1.5298 -0.1931 1.664 -4.950 1.318
H -3.0087 1.0474 0.7642 0.247 0.424 0.897
H -3.8881 1.9009 -0.3471 -1.626 1.302 -0.795
C -2.7364 0.0733 -1.0659 -4.134 5.420 0.070
C -3.3062 -1.1325 -0.4530 1.818 3.845 -2.455
O -3.7127 -0.9972 0.6736 -0.706 -3.539 -0.389
O -3.1427 -2.0828 -1.4903 -3.219 -3.811 8.051
H -3.5080 -2.8834 -0.6463 1.506 2.030 -4.396
H -3.1577 0.3824 -2.0221 0.180 -0.890 -0.351
H -1.7584 0.1563 -1.0730 4.982 -0.861 -0.607
H 0.1241 3.0976 0.2341 3.359 3.150 -0.946
H -1.2345 0.8855 1.8996 1.252 1.082 -0.894
H 0.0658 1.9219 2.2061 3.844 4.989 6.672



# 5
44
Properties=species:S:1:pos:R:3:forces:R:3 method="wB97M-V/def2-TZVPD" charge=-1
C -2.2733 -1.3020 -2.3862 0.049 -0.278 0.246
C -0.8800 -1.1042 -1.8566 0.492 -0.261 0.069
N -0.1777 -2.1580 -1.6629 -0.240 -0.056 -0.106
C -0.4022 0.2768 -1.5900 -0.487 0.334 -0.093
B -0.2570 0.5770 0.0389 0.263 -0.208 -0.324
C 0.2551 2.1408 0.2664 -0.284 -0.337 0.588
C -0.6284 2.9987 1.1395 -0.878 -0.135 0.572
O -1.5754 2.6268 1.7944 0.706 0.467 -0.684
O -0.3174 4.3648 1.2128 -0.054 -0.505 0.317
H -2.9811 -0.6187 -1.9283 -0.071 0.228 -0.008
H -2.5905 -2.3219 -2.1931 -0.069 -0.156 -0.016
H -2.2657 -1.1633 -3.4646 -0.076 0.222 -0.171
H 0.7390 -1.8843 -1.3131 0.051 0.073 0.106
H 0.5230 0.4709 -2.1380 0.244 -0.101 0.050
H -1.1434 0.9826 -1.9813 -0.013 0.098 -0.111
H -1.3322 0.3423 0.5570 -0.026 0.036 0.086
H 0.5961 -0.1933 0.4851 -0.026 -0.023 0.040
H 1.2065 2.0739 0.8036 0.180 0.127 0.092
H 0.4881 2.6566 -0.6649 -0.114 0.270 -0.087
H 0.6416 4.4276 1.2087 0.124 0.108 -0.504
F -2.2211 -5.9340 -0.8623 0.019 -0.048 -0.030
C -2.9661 -5.2598 0.0374 -0.158 0.132 0.178
C -2.6757 -3.9352 0.2990 0.272 0.055 -0.179
C -3.4541 -3.2567 1.2246 -0.076 -0.037 0.046
C -4.4983 -3.9035 1.8743 -0.013 0.016 0.012
C -4.7685 -5.2359 1.5959 0.035 0.066 -0.003
C -4.0000 -5.9247 0.6680 -0.032 -0.143 -0.034
H -1.8512 -3.4497 -0.2159 0.005 -0.011 -0.006
H -3.2396 -2.2175 1.4356 0.052 0.023 -0.020
H -5.0998 -3.3679 2.5969 -0.004 0.006 0.006
H -5.5794 -5.7435 2.1022 -0.016 -0.019 -0.005
H -4.1955 -6.9625 0.4312 0.025 -0.001 -0.009
F 2.3067 4.6145 0.0322 0.098 0.168 -0.014
C 3.5313 4.0593 0.1190 0.170 -0.144 0.005
C 4.3653 4.4347 1.1524 -0.045 0.116 0.091
C 5.6223 3.8542 1.2369 -0.007 -0.057 -0.081
C 6.0242 2.9174 0.2952 0.032 -0.007 0.006
C 5.1647 2.5564 -0.7339 0.030 0.060 0.075
C 3.9048 3.1272 -0.8271 -0.089 -0.055 -0.126
H 4.0302 5.1672 1.8746 -0.027 -0.011 -0.004
H 6.2869 4.1318 2.0439 0.001 0.017 0.016
H 7.0040 2.4646 0.3670 0.005 -0.008 -0.001
H 5.4725 1.8218 -1.4653 -0.017 -0.024 -0.010
H 3.2115 2.8488 -1.6088 -0.034 0.001 0.027



Energy relative to the best compared isomer or geometry (same formula, charge and spin) in kcal per mole, matching the order above: 29.0; 22.7; 0.0; 353.5; 6.1